Model a:
Computed, not measured: a single C3H2O3 molecule, with the ωB97M-V functional and the def2-TZVPD basis.

The total charge is 0. The value obtained for the lowest unoccupied orbital energy is 0.9 eV. For the gap between HOMO and LUMO, the calculation gives 11.6 eV. For the HOMO energy, the calculation gives -10.7 eV.

Atoms and positions in Å:
1 O -0.01811 1.30042 -0.12398
2 C 0.46662 0.22925 0.76113
3 C -0.02751 0.10984 -0.91505
4 H 0.91278 0.42940 1.73567
5 O -1.64874 -1.28475 0.58013
6 O 1.22879 -0.33640 -0.30503
7 C -0.74506 -0.58899 0.26206
8 H -0.16877 0.14122 -1.99493

Model b:
Computed, not measured: a single C3H2O3 molecule, with the ωB97M-V functional and the def2-TZVPD basis.

The total charge is 0. The value obtained for the lowest unoccupied orbital energy is -1.7 eV. As for the SMILES: O=CC(=O)C=O. For the gap between HOMO and LUMO, the calculation gives 8.1 eV. For the HOMO energy, the calculation gives -9.8 eV.

Atoms and positions in Å:
1 C -0.81925 0.90727 -0.25621
2 O -0.06510 1.78975 0.08659
3 H -1.72249 1.10790 -0.84949
4 H 1.47689 0.41519 0.38611
5 O -1.22626 -1.44996 0.18268
6 C -0.44614 -0.53896 0.06646
7 C 1.08194 -0.60818 0.23356
8 O 1.72042 -1.62301 0.15031

Model c:
Computed, not measured: a single C3H2O3 molecule, with the ωB97M-V functional and the def2-TZVPD basis.

The total charge is 0. The value obtained for the lowest unoccupied orbital energy is -0.9 eV. For the gap between HOMO and LUMO, the calculation gives 9.0 eV. For the HOMO energy, the calculation gives -10.0 eV.

Atoms and positions in Å:
1 C -0.23759 0.01713 0.65925
2 C 1.15446 -0.44615 0.03835
3 H -1.70243 0.18635 -1.33142
4 H -0.70755 -0.25085 1.59796
5 O 0.96741 -0.32482 -1.21816
6 C -0.97799 0.33054 -0.56541
7 O -0.58267 1.31645 0.14247
8 O 2.08637 -0.82864 0.67697

Model d:
Computed, not measured: a single C3H2O3 molecule, with the ωB97M-V functional and the def2-TZVPD basis.

The total charge is 0. The value obtained for the lowest unoccupied orbital energy is -0.5 eV. As for the SMILES: C#CC(=O)OO. For the gap between HOMO and LUMO, the calculation gives 9.2 eV. For the HOMO energy, the calculation gives -9.7 eV.

Atoms and positions in Å:
1 H -0.72905 2.42234 0.61890
2 C 0.04911 -1.96888 -1.12616
3 O -0.82386 0.53326 0.62996
4 O 1.68954 0.80678 0.57990
5 O -0.98073 1.74336 1.27332
6 C 0.48597 -0.99354 -0.53313
7 H -0.52325 -2.68702 -1.63984
8 C 0.83227 0.14370 0.19706

Taking the most stable structure as the zero point, the relative energies in kcal/mol are model a 43.5; model b 0.0; model c 45.3; model d 94.9.

Model a:
Computed, not measured: 2 unconnected molecules or ions with the total composition C7H12N, with the ωB97M-V functional and the def2-TZVPD basis.

The total charge is +1. The value obtained for the lowest unoccupied orbital energy is -4.8 eV. For the gap between HOMO and LUMO, the calculation gives 8.4 eV. For the HOMO energy, the calculation gives -13.2 eV.

Atoms and positions in Å:
1 C 3.14805 0.61094 -1.25004
2 C -1.60667 1.51559 -0.15360
3 H 3.93235 1.41967 -1.36537
4 C -2.01827 -0.47782 1.42267
5 H -1.81858 -1.59448 1.51538
6 C 2.78684 -0.05261 -0.24151
7 H 1.39643 -0.59993 1.24302
8 C -1.54071 0.03244 0.09335
9 H -1.72574 0.18583 2.18223
10 H -1.65286 1.72017 -1.29319
11 H -2.62756 1.77626 0.08651
12 C -1.29272 -0.89174 -1.10627
13 H 3.15147 -1.50009 1.12941
14 H -1.59826 -1.58456 -1.85599
15 N -0.23413 -0.69431 -0.44104
16 H 0.74477 -0.93242 -0.37936
17 H -3.06441 -0.44435 1.40081
18 H 2.51708 0.35552 -2.14534
19 C 2.40499 -0.80824 0.71351
20 H -0.90208 1.96414 0.44481

Model b:
Computed, not measured: a gas-phase ion, C7H12N (charge +1), with the ωB97M-V functional and the def2-TZVPD basis.

The total charge is +1. The value obtained for the lowest unoccupied orbital energy is -3.7 eV. As for the SMILES: C=C=C([NH3+])C1CCC1. For the gap between HOMO and LUMO, the calculation gives 10.2 eV. For the HOMO energy, the calculation gives -13.9 eV.

Atoms and positions in Å:
1 H -3.24421 -0.54395 -0.42032
2 H 4.26121 -0.89582 -0.77778
3 H -0.66425 0.34651 -1.98860
4 N 0.51147 1.50895 0.21124
5 C 2.39594 -0.26643 0.13029
6 H 4.07660 -1.17128 1.07654
7 C -2.26696 -0.06488 -0.16088
8 H -2.44814 0.95816 -0.26055
9 C -0.09481 -0.78867 -0.14454
10 C 3.70441 -0.70021 0.18372
11 H 0.28688 1.82688 -0.72839
12 C -1.18545 -0.40511 -1.23130
13 C -1.24226 -0.58079 0.91300
14 H -0.12648 1.47236 0.98346
15 H -1.57209 -1.39217 1.48485
16 C 1.10284 0.10658 -0.00747
17 H -1.36328 -1.23292 -1.84096
18 H 1.18422 2.20381 0.36643
19 H -0.96538 0.19116 1.62646
20 H 0.39737 -1.79655 -0.28068

Taking the most stable structure as the zero point, the relative energies in kcal/mol are model a 31.7; model b 0.0.

Model a:
Computed, not measured: 2 unconnected molecules or ions with the total composition CH3OPS, with the ωB97M-V functional and the def2-TZVPD basis.

The total charge is 0. The value obtained for the lowest unoccupied orbital energy (alpha / beta) is -1.2 / -1.2 eV. For the gap between HOMO and LUMO (alpha / beta), the calculation gives 8.1 / 8.1 eV. For the HOMO energy (alpha / beta), the calculation gives -9.4 / -9.4 eV.

Atoms and positions in Å:
1 C 0.21071 -0.95338 0.70235
2 H -0.12648 -1.42924 1.61129
3 O 1.09980 -1.54648 0.09905
4 H -0.76300 1.32893 -2.52883
5 H 0.17673 1.33007 1.65310
6 P -0.87471 0.27444 -0.01893
7 S 0.27696 0.99567 -1.51804

Model b:
Computed, not measured: a single CH3OPS molecule, with the ωB97M-V functional and the def2-TZVPD basis.

The total charge is 0. The value obtained for the lowest unoccupied orbital energy (alpha / beta) is -0.9 / -2.2 eV. For the gap between HOMO and LUMO (alpha / beta), the calculation gives 8.4 / 5.8 eV. For the HOMO energy (alpha / beta), the calculation gives -9.3 / -7.9 eV.

Atoms and positions in Å:
1 H 1.21182 -1.40129 -0.50771
2 H -0.13993 1.46362 1.18389
3 S -3.06354 -0.08796 0.22778
4 P -0.06567 0.65654 -0.12361
5 C 1.30037 -0.41798 -0.02723
6 H 2.21760 -0.13292 -0.48875
7 O -1.46065 -0.08000 -0.26436

Taking the most stable structure as the zero point, the relative energies in kcal/mol are model a 0.0; model b 21.1.

Model a:
Computed, not measured: a molecular structure, CH4N2O2, with the ωB97M-V functional and the def2-TZVPD basis.

The total charge is 0. The value obtained for the lowest unoccupied orbital energy is 0.4 eV. For the gap between HOMO and LUMO, the calculation gives 10.9 eV. For the HOMO energy, the calculation gives -10.5 eV.

Atoms and positions in Å:
1 H -0.41634 -1.61352 -0.13262
2 C 1.15062 0.12106 -0.04022
3 O -2.35646 -0.38000 -0.05097
4 H 0.69900 1.01567 -0.93230
5 N -1.22644 0.10399 0.15162
6 H 1.99696 -0.52863 -0.45317
7 H 1.31102 0.53263 1.10452
8 N -0.10539 -0.61283 0.25648
9 O -1.05296 1.36162 0.09668

Model b:
Computed, not measured: a single CH4N2O2 molecule, with the ωB97M-V functional and the def2-TZVPD basis.

The total charge is 0. The value obtained for the lowest unoccupied orbital energy is 0.7 eV. As for the SMILES: NC[N+](=O)[O-]. For the gap between HOMO and LUMO, the calculation gives 10.7 eV. For the HOMO energy, the calculation gives -10.0 eV.

Atoms and positions in Å:
1 H -1.84850 -0.27649 0.17598
2 H 0.48882 1.27018 0.51806
3 H 0.40946 -0.35826 1.44131
4 C 0.13859 0.29111 0.56024
5 O 1.97445 -1.01846 -0.26094
6 O 0.29549 -0.67403 -1.56333
7 N 0.91053 -0.62220 -0.53792
8 H -1.13886 0.96837 -0.58782
9 N -1.22999 0.41978 0.25440

Model c:
Computed, not measured: a molecular structure, CH4N2O2, with the ωB97M-V functional and the def2-TZVPD basis.

The total charge is 0. The value obtained for the lowest unoccupied orbital energy is 0.4 eV. For the gap between HOMO and LUMO, the calculation gives 9.5 eV. For the HOMO energy, the calculation gives -9.1 eV.

Atoms and positions in Å:
1 H -2.66082 -0.82760 1.02516
2 O -1.90620 -0.97293 0.07255
3 O 1.58546 1.08941 -0.78862
4 N 1.45682 0.30827 0.28658
5 H 2.39235 0.98071 -1.24651
6 N -1.01974 0.11421 -0.15546
7 H 0.43730 -0.75657 1.47113
8 C 0.30115 -0.08671 0.53801
9 H -0.58633 0.15119 -1.20283

Model d:
Computed, not measured: 2 unconnected molecules or ions with the total composition CH4N2O2, with the ωB97M-V functional and the def2-TZVPD basis.

The total charge is 0. The value obtained for the lowest unoccupied orbital energy (alpha / beta) is -1.1 / -1.8 eV. For the gap between HOMO and LUMO (alpha / beta), the calculation gives 9.1 / 8.5 eV. For the HOMO energy (alpha / beta), the calculation gives -10.3 / -10.3 eV.

Atoms and positions in Å:
1 C 1.25377 0.13223 -0.21486
2 O -0.99081 -0.33308 -0.78130
3 H 1.99871 0.93023 -0.34643
4 H -0.53378 -1.39955 0.83076
5 N -1.34667 -0.90603 0.45124
6 H -0.30108 2.24995 -0.51465
7 H -1.66436 -0.17421 1.09094
8 O 1.47427 -0.91125 0.36211
9 N 0.10994 0.41170 -0.87781

Taking the most stable structure as the zero point, the relative energies in kcal/mol are model a 40.6; model b 0.0; model c 50.4; model d 80.1.

Model a:
Computed, not measured: 2 unconnected molecules or ions with the total composition C4H7NO, with the ωB97M-V functional and the def2-TZVPD basis.

The total charge is +1. The value obtained for the lowest unoccupied orbital energy (alpha / beta) is -4.0 / -7.7 eV. As for the multiplicity: 2. For the gap between HOMO and LUMO (alpha / beta), the calculation gives 11.3 / 7.9 eV. For the HOMO energy (alpha / beta), the calculation gives -15.3 / -15.6 eV. The expectation value of S² is 0.7629.

Atoms and positions in Å:
1 H -1.64849 -1.58184 2.14692
2 H 0.91489 -0.11437 -0.85398
3 H -2.95507 0.26458 0.73482
4 H 0.78959 -1.68550 1.12486
5 C -0.95579 0.68786 -0.17892
6 C 0.02862 -0.95865 0.87965
7 C -1.33074 -0.92783 1.35206
8 C -1.87722 0.18442 0.76410
9 H -1.06708 1.47286 -0.90976
10 H 3.02412 1.13423 -1.02416
11 H 2.15104 1.31070 -2.24054
12 O 2.75773 0.66423 -1.82028
13 N 0.16765 -0.09329 -0.15495

Model b:
Computed, not measured: 2 unconnected molecules or ions with the total composition C4H7NO, with the ωB97M-V functional and the def2-TZVPD basis.

The total charge is +1. The value obtained for the lowest unoccupied orbital energy (alpha / beta) is -4.0 / -7.3 eV. As for the multiplicity: 2. For the gap between HOMO and LUMO (alpha / beta), the calculation gives 10.9 / 7.8 eV. For the HOMO energy (alpha / beta), the calculation gives -14.9 / -15.2 eV. The expectation value of S² is 0.7699.

Atoms and positions in Å:
1 H -2.51219 -0.42832 1.62619
2 H 1.58132 -0.62501 0.71889
3 C -1.54248 0.03033 1.41381
4 H 0.21583 0.18155 -1.33342
5 C -0.26134 -0.20460 1.87042
6 H -2.07116 0.89077 -0.54980
7 C -1.40149 0.22544 -0.01124
8 H 2.21827 1.22349 -2.30132
9 H 0.11705 -0.51978 2.83372
10 N -0.16150 -0.04745 -0.41465
11 C 0.50382 -0.54051 0.68740
12 O 1.88508 0.32003 -2.38116
13 H 2.63081 -0.10881 -2.80307

Taking the most stable structure as the zero point, the relative energies in kcal/mol are model a 0.0; model b 13.9.